[1]
The following is a DFT calculation (ωB97M-V/def2-TZVPD) of a structure of composition C25H27N5O4S3V.

Geometry as ORCA input:
```
! RIJCOSX wB97M-V def2-TZVPD def2/J DEFGRID3
* xyz -1 3
V -1.04256 0.57210 -0.23799
C 3.44292 -2.77478 4.77949
C 3.10708 -1.62837 3.86737
C 1.91480 -0.93002 4.00699
C 1.57988 0.09536 3.13540
C 2.43987 0.44963 2.10687
C 3.64716 -0.22555 1.97345
C 3.97069 -1.25359 2.84266
S 2.00355 1.77822 0.97745
O 2.53766 2.98685 1.56748
O 2.58774 1.35150 -0.28217
N 0.44283 1.77240 0.88286
C -0.29380 2.73944 1.71176
C -1.55868 3.20892 1.00244
O -1.97373 4.34630 1.15591
O -2.12780 2.28932 0.28850
H 2.78041 -2.79104 5.64450
H 4.46937 -2.71123 5.14368
H 3.34186 -3.73542 4.27068
H 1.22530 -1.20462 4.79716
H 0.63395 0.60808 3.23237
H 4.31575 0.04980 1.16959
H 4.91017 -1.78106 2.71772
H 0.32457 3.59389 1.99278
H -0.64446 2.26004 2.64224
N 1.83711 -0.60303 -2.22045
C 1.50496 -1.28397 -1.09015
N 0.44876 -1.02950 -0.37339
C 0.34707 -1.94935 0.66428
C 1.33124 -2.87156 0.73696
S 2.42933 -2.64382 -0.56774
C -0.81566 -1.80195 1.54975
C -1.28268 -2.63031 2.51198
S -2.71840 -1.96026 3.21150
C -2.60937 -0.61725 2.12913
N -1.57357 -0.67051 1.33506
N -3.44462 0.45318 2.14499
H 1.30421 0.25144 -2.33790
H 2.82351 -0.39678 -2.28924
H 1.48007 -3.62721 1.48561
H -0.88911 -3.57899 2.82254
H -4.40961 0.29125 2.37636
H -3.25868 1.14428 1.40885
C -2.19354 -1.52572 -3.61987
C -2.40986 -0.16788 -2.94829
C -3.79755 0.35922 -3.34911
C -2.30973 -0.29163 -1.43558
C -1.35374 0.84948 -3.37395
C -1.18925 2.00606 -2.60268
C -0.16901 2.90883 -2.86262
C 0.68801 2.70839 -3.93669
C 0.49804 1.59922 -4.74779
C -0.50588 0.68086 -4.46590
H -2.91425 -2.23265 -3.20262
H -1.19383 -1.92155 -3.42313
H -2.34200 -1.49732 -4.70365
H -4.55670 -0.36770 -3.05233
H -3.88079 0.52561 -4.42768
H -4.01189 1.29698 -2.83628
H -3.04410 -1.05626 -1.11090
H -1.85799 2.18547 -1.76396
H -0.04617 3.76496 -2.21108
H 1.49111 3.40530 -4.13564
H 1.15638 1.42658 -5.59147
H -0.59637 -0.19807 -5.08610
*
```

## Properties
- ΔE to the lowest compared entry with this formula, charge and spin (kcal per mole) = 0.0
- molar mass (g/mol) = 608.7
- frontier orbital gap (alpha / beta) (eV) = 5.67 / 5.53
- E_LUMO (alpha / beta) (eV) = 2.1 / 2.1

=====

[2]
The following is a DFT calculation (ωB97M-V/def2-TZVPD) of a cluster of 2 separate species, C25H27NO5S2 in total in a non-equilibrium geometry.

Geometry as ORCA input:
```
! RIJCOSX wB97M-V def2-TZVPD def2/J DEFGRID3
* xyz 0 1
C 3.21212 -2.74947 2.62040
C 3.29415 -2.67144 1.08615
C 1.95007 -2.10441 0.60532
N 1.28947 -1.57844 1.78731
C 0.16941 -0.87081 1.75785
C -0.54716 -0.71835 3.01505
C 0.05247 0.01311 4.08524
C -0.34135 -0.24244 5.39694
C -1.36708 -1.16561 5.66690
C -2.06289 -1.75969 4.60335
C -1.69975 -1.50721 3.28248
C 1.93904 -2.00499 3.03660
H 3.12801 -3.79165 2.94376
H 4.08382 -2.31490 3.11501
H 4.10365 -2.00183 0.76327
H 3.48020 -3.66416 0.66121
H 2.05283 -1.32125 -0.14569
H 1.35965 -2.91224 0.16126
H -0.22550 -0.53099 0.79324
H 0.87773 0.70836 3.89488
H 0.16980 0.25664 6.22633
H -1.69650 -1.34083 6.69917
H -2.89305 -2.44333 4.80384
H -2.20411 -2.00118 2.44917
H 1.27149 -2.70087 3.57744
H 2.15689 -1.14460 3.69365
C -2.83044 -1.04284 -0.65284
O -1.35883 -0.59737 -0.88840
C -1.02409 0.62060 -1.29025
S -0.17298 1.04228 -2.81692
C 1.05825 -0.22566 -2.95120
C 2.23583 -0.09353 -2.20395
C 3.11358 -1.18231 -2.12552
C 2.83670 -2.35024 -2.84398
C 1.70406 -2.43938 -3.65985
C 0.81470 -1.36110 -3.72895
O -1.10033 0.92543 -3.92591
O 0.60658 2.24515 -2.62180
S -1.63452 2.13657 -0.55669
C -1.92675 3.49498 -1.71699
C -1.04150 4.58012 -1.80462
C -1.29670 5.63451 -2.68447
C -2.43148 5.61198 -3.49699
C -3.32947 4.54940 -3.39609
C -3.08811 3.50588 -2.50131
O -2.92929 1.87734 0.05511
O -0.51758 2.57816 0.26064
H -3.25674 -1.29942 -1.63256
H -2.73691 -1.89446 0.03913
H -3.37083 -0.21394 -0.19345
H 2.44128 0.84099 -1.67449
H 4.00536 -1.11394 -1.48709
H 3.53865 -3.17743 -2.78672
H 1.50687 -3.33861 -4.25446
H -0.06023 -1.37549 -4.38188
H -0.13965 4.59180 -1.19701
H -0.58179 6.45879 -2.76292
H -2.59551 6.40625 -4.22279
H -4.21092 4.49731 -4.03640
H -3.78060 2.67076 -2.43850
*
```

## Properties
- molar mass (g/mol) = 485.6
- frontier orbital gap (eV) = 4.54
- E_LUMO (eV) = -1.2

=====

[3]
The following is a DFT calculation (ωB97M-V/def2-TZVPD) of a structure of composition C25H28BCrF2N5O3S3Te in a non-equilibrium geometry.

Geometry as ORCA input:
```
! RIJCOSX wB97M-V def2-TZVPD def2/J DEFGRID3
* xyz -1 4
Cr 0.81412 -0.71126 -0.30277
F 5.95433 -2.36912 -0.69437
C 5.04405 -1.38950 -0.73347
C 3.69550 -1.66730 -0.61942
C 2.83424 -0.56052 -0.63029
C 3.29260 0.76778 -0.75205
C 4.66220 0.93901 -0.94675
F 5.17658 2.19728 -1.07078
C 5.55176 -0.12310 -0.91080
C 2.31365 1.85332 -0.60315
C 2.61597 3.23101 -0.60769
C 1.57410 4.13884 -0.43066
C 0.28431 3.74712 -0.14593
C 0.08767 2.37024 -0.09746
N 1.03492 1.46318 -0.38455
H 3.33937 -2.68891 -0.57232
H 6.60815 -0.01815 -0.98911
H 3.58970 3.59048 -0.83780
H 1.80726 5.18848 -0.53252
H -0.52448 4.40809 0.04751
H -0.85139 1.95340 0.20055
C 0.50454 2.69160 4.64246
C 0.01160 1.29663 4.89818
C 0.50972 0.33287 3.85227
N 0.67751 0.55442 2.60258
N 1.19178 -0.51517 1.92403
C 1.26506 -1.58576 2.63786
N 1.58023 -2.81295 2.17627
S 0.92565 -1.30738 4.34806
H 0.13561 3.41007 5.34929
H 0.18080 2.95717 3.64018
H 1.58414 2.75173 4.60427
H -1.07046 1.26526 4.88286
H 0.33175 0.97755 5.89799
H 1.27108 -2.94849 1.18036
H 1.28024 -3.60826 2.76131
C -3.36444 1.60682 -3.54600
C -3.24077 1.59318 -2.03543
C -3.12345 3.03521 -1.57753
O -2.10684 0.85271 -1.62410
B -2.37866 0.14598 -0.45527
O -3.75698 0.31442 -0.11284
C -4.39693 0.86550 -1.27953
C -4.90990 -0.31785 -2.06266
C -5.55588 1.80960 -0.90929
H -2.51761 2.13972 -4.00847
H -4.26651 2.12190 -3.83826
H -3.36916 0.58427 -3.97865
H -2.16939 3.42949 -1.87228
H -3.21929 3.13133 -0.49755
H -3.91104 3.65085 -2.02032
H -4.07893 -0.94599 -2.33793
H -5.46125 -0.02769 -2.93579
H -5.56440 -0.90359 -1.37107
H -5.23201 2.49210 -0.12663
H -6.40114 1.23156 -0.55943
H -5.88338 2.35400 -1.76001
Te 0.34978 -3.38538 -1.22630
C 1.53010 -5.14182 -1.09213
C 2.81591 -5.29230 -0.66100
C 3.30131 -6.62087 -0.71322
C 2.35792 -7.50114 -1.13606
S 0.90311 -6.71273 -1.55223
H 3.40234 -4.47831 -0.35263
H 4.28444 -6.94285 -0.37035
H 2.39002 -8.58679 -1.14315
O -2.69093 -2.39686 1.50883
S -1.65032 -1.31709 1.63226
N -1.36957 -0.56708 0.23092
*
```

## Properties
- molar mass (g/mol) = 771.1
- frontier orbital gap (alpha / beta) (eV) = 6.24 / 5.97
- E_LUMO (alpha / beta) (eV) = 2.3 / 2.3

=====

[4]
The following is a DFT calculation (ωB97M-V/def2-TZVPD) of a structure of composition C25H28BiN9 in a non-equilibrium geometry.

Geometry as ORCA input:
```
! RIJCOSX wB97M-V def2-TZVPD def2/J DEFGRID3
* xyz 2 1
Bi 0.30077 -0.12440 1.33959
C -3.83703 4.95430 -1.64061
C -2.65923 4.20670 -1.11011
C -1.65983 4.82000 -0.35151
C -0.66513 4.08010 0.24699
C -0.59673 2.68240 0.13749
N 0.34197 1.92780 0.82009
C 1.48607 2.54880 1.39249
C 1.42347 3.45360 2.44879
C 2.57427 4.03380 2.95119
C 3.82967 3.74510 2.41719
C 5.07277 4.33530 2.99159
C 3.89657 2.81650 1.38479
C 2.74797 2.20240 0.89759
N 2.85287 1.18920 -0.07711
C 3.70967 1.12370 -1.10311
C 3.55487 -0.11150 -1.71161
C 2.56847 -0.75420 -0.98251
N 2.15267 0.04230 0.00679
C -1.51273 2.08450 -0.74761
C -2.53193 2.84870 -1.32821
N -1.51853 0.71360 -1.06121
C -2.01303 0.18430 -2.18631
C -2.23393 -1.16960 -1.97661
C -1.83093 -1.40120 -0.67911
N -1.35953 -0.26060 -0.13731
H -3.95393 5.90300 -1.12561
H -4.74433 4.36850 -1.50431
H -3.72653 5.15060 -2.70681
H -1.67853 5.88980 -0.21011
H 0.07317 4.59410 0.83769
H 0.46607 3.68980 2.88779
H 2.49847 4.72150 3.77919
H 4.86767 5.27740 3.49019
H 5.82977 4.49920 2.22969
H 5.48697 3.64630 3.72929
H 4.85707 2.55110 0.97269
H 4.35587 1.94060 -1.36341
H 4.08837 -0.49420 -2.55691
H 2.15237 -1.73200 -1.10471
H -3.27483 2.35260 -1.93221
H -2.18283 0.77270 -3.06511
H -2.65973 -1.87030 -2.66391
H -1.90413 -2.29030 -0.09071
C -2.72993 -5.15720 -1.15681
C -1.92153 -6.21280 -0.40691
C -2.42883 -6.38240 1.02009
C -0.40463 -5.91920 -0.44221
N -0.04653 -4.64770 0.12409
C 0.27877 -3.49790 -0.48431
N 0.48887 -2.58590 0.45229
N 0.28577 -3.20880 1.61739
N -0.02213 -4.41400 1.43059
H -3.75403 -5.49890 -1.27961
H -2.31983 -4.96950 -2.14711
H -2.76663 -4.22200 -0.60021
H -2.03543 -7.16670 -0.92921
H -2.37333 -5.44880 1.57529
H -1.84373 -7.12730 1.55179
H -3.46613 -6.70690 1.00839
H -0.04783 -5.93630 -1.47281
H 0.11017 -6.68820 0.13579
H 0.35257 -3.35160 -1.54091
*
```

## Properties
- ΔE to the lowest compared entry with this formula, charge and spin (kcal per mole) = 20.8
- molar mass (g/mol) = 663.5
- frontier orbital gap (eV) = 6.86
- E_LUMO (eV) = -6.4